Record 1
{"formula": "C49H44GaIN3O5P2S", "method": "ωB97M-V with the def2-TZVPD basis set", "species": ["Ga", "O", "C", "C", "O", "O", "C", "C", "C", "C", "C", "C", "C", "C", "C", "C", "C", "C", "H", "H", "H", "H", "H", "H", "H", "H", "H", "H", "H", "C", "N", "P", "C", "C", "C", "C", "C", "C", "C", "C", "C", "C", "C", "C", "P", "C", "C", "C", "C", "C", "C", "C", "C", "C", "C", "C", "C", "H", "H", "H", "H", "H", "H", "H", "H", "H", "H", "H", "H", "H", "H", "H", "H", "H", "H", "H", "H", "H", "H", "H", "S", "C", "N", "C", "C", "N", "H", "H", "H", "H", "H", "H", "I", "C", "C", "C", "C", "C", "C", "C", "O", "O", "H", "H", "H", "H"], "positions_angstrom": [[0.842879, -0.148845, -0.411344], [0.309067, 2.381649, 0.131748], [0.794667, 3.241538, -0.931202], [1.020397, 2.333606, -2.206075], [1.189867, 2.843921, -3.284630], [0.981689, 1.073134, -1.961010], [-0.293700, 4.241865, -1.267791], [-0.079551, 5.613848, -1.275460], [-1.106374, 6.474698, -1.629750], [-2.350189, 5.979990, -1.981142], [-2.574497, 4.614809, -1.951835], [-1.555060, 3.752077, -1.600228], [2.085638, 3.882812, -0.469510], [3.148645, 4.073915, -1.343422], [4.306433, 4.697267, -0.912617], [4.418128, 5.148298, 0.390400], [3.357404, 4.976895, 1.264213], [2.197822, 4.352267, 0.837383], [-0.609213, 2.195510, -0.119179], [0.888146, 6.013670, -1.011792], [-0.925690, 7.538225, -1.636309], [-3.141233, 6.648889, -2.287180], [-3.542278, 4.216605, -2.215777], [-1.744243, 2.682548, -1.615974], [3.063274, 3.755220, -2.369742], [5.122886, 4.842520, -1.601255], [5.319837, 5.640379, 0.718391], [3.433639, 5.351213, 2.274521], [1.361175, 4.264139, 1.520226], [-3.092800, -2.873749, 1.007154], [-1.885773, -2.098655, 0.759979], [-0.868925, -2.483450, -0.578035], [-1.153074, -4.280449, -0.815378], [-0.280565, -5.114888, -0.120407], [-0.341533, -6.486183, -0.287852], [-1.263634, -7.031102, -1.168337], [-2.135858, -6.204746, -1.859658], [-2.087172, -4.833274, -1.683894], [-1.792596, -1.751952, -1.971391], [-2.641377, -0.664059, -1.801486], [-3.138178, 0.009591, -2.904053], [-2.753593, -0.362148, -4.180665], [-1.886849, -1.430790, -4.357427], [-1.412702, -2.123233, -3.259759], [-1.141330, -1.069227, 1.888271], [-1.663551, -1.710441, 3.521410], [-2.364386, -0.970076, 4.467420], [-2.549967, -1.480890, 5.740226], [-2.026630, -2.717622, 6.079847], [-1.327224, -3.459493, 5.138502], [-1.137267, -2.951616, 3.868986], [-2.246459, 0.423731, 1.846537], [-1.586948, 1.613187, 2.135511], [-2.195115, 2.851323, 2.056202], [-3.523221, 2.907062, 1.663238], [-4.210582, 1.736161, 1.378991], [-3.584123, 0.503642, 1.473225], [-2.861822, -3.928281, 1.171190], [-3.758149, -2.796723, 0.144575], [-3.594556, -2.491121, 1.893484], [0.455028, -4.670329, 0.539175], [0.331216, -7.130666, 0.259166], [-1.299902, -8.099174, -1.321623], [-2.860471, -6.629780, -2.538496], [-2.768059, -4.191034, -2.224562], [-2.919321, -0.349819, -0.802807], [-3.819366, 0.835863, -2.760048], [-3.111380, 0.189675, -5.035879], [-1.587529, -1.719534, -5.353934], [-0.736123, -2.959755, -3.380694], [-2.770173, -0.000236, 4.217132], [-3.098800, -0.904618, 6.470859], [-2.155081, -3.099760, 7.081317], [-0.918310, -4.422878, 5.403946], [-0.574449, -3.504724, 3.127490], [0.304833, 2.034526, 1.785889], [-1.646837, 3.751136, 2.288820], [-4.016695, 3.862243, 1.585947], [-5.247063, 1.783451, 1.082598], [-4.135585, -0.397735, 1.252817], [2.463538, -2.581472, -0.821913], [2.117699, -2.920567, -2.411110], [1.906961, -4.158177, -2.887621], [1.806365, -4.186980, -4.332783], [1.931432, -2.693363, -4.709335], [2.053835, -2.040815, -3.418869], [1.976478, -4.984184, -2.319881], [0.848195, -4.616800, -4.642570], [2.610695, -4.793043, -4.761582], [1.057276, -2.323251, -5.251359], [2.819469, -2.502037, -5.320010], [2.167128, -1.044461, -3.311912], [5.495334, -1.269214, 5.633077], [3.745656, -0.256832, 5.050375], [3.138999, 0.642234, 5.925289], [1.984984, 1.285491, 5.550690], [1.414505, 1.046376, 4.280985], [2.045559, 0.144882, 3.404810], [3.199114, -0.499889, 3.792656], [0.196011, 1.719672, 4.005713], [-0.581647, 2.362717, 4.609657], [-0.204974, 1.476816, 2.457839], [3.568077, 0.824508, 6.898971], [1.504509, 1.981364, 6.221020], [1.630493, -0.076538, 2.428476], [3.663190, -1.204971, 3.119036]], "forces_ev_per_angstrom": [[0.5, 0.2, 0.1], [-0.1, 0.5, 0.2], [0.2, -0.1, -0.5], [-0.1, 0.3, 0.5], [0.1, 0.3, -0.2], [0.1, -1.0, -0.4], [-0.1, 0.2, 0.1], [0.0, -0.2, 0.0], [0.0, 0.1, 0.0], [0.0, 0.1, 0.0], [-0.1, -0.2, 0.0], [0.1, 0.1, 0.0], [0.0, -0.1, 0.1], [-0.1, -0.1, 0.0], [0.1, 0.1, 0.1], [0.0, 0.0, 0.0], [0.0, 0.0, 0.1], [-0.1, -0.1, 0.0], [0.0, -0.1, 0.2], [0.1, 0.0, 0.0], [0.0, 0.1, 0.0], [0.0, 0.1, 0.0], [-0.1, 0.0, -0.1], [0.0, -0.1, -0.1], [0.0, -0.1, -0.1], [0.1, 0.0, -0.1], [0.1, 0.1, 0.1], [0.0, 0.0, 0.1], [-0.1, 0.0, 0.0], [-0.3, 0.1, -0.1], [0.6, -0.3, 0.1], [-0.9, -0.1, 0.0], [0.3, 0.4, 0.0], [0.0, 0.1, 0.0], [0.0, -0.1, 0.1], [0.0, 0.0, 0.0], [-0.1, -0.1, -0.1], [0.0, 0.1, 0.1], [0.3, -0.1, 0.0], [0.0, -0.2, 0.1], [0.0, 0.1, -0.1], [0.0, 0.1, 0.0], [0.0, 0.0, 0.0], [-0.1, 0.1, 0.0], [-0.9, -0.3, 0.3], [0.2, 0.1, -0.3], [0.0, -0.1, -0.1], [0.0, 0.0, 0.2], [-0.1, 0.0, 0.1], [0.0, -0.1, 0.0], [-0.1, 0.0, 0.0], [0.9, 0.1, 0.1], [-1.1, -0.3, -0.3], [0.3, 0.1, 0.1], [0.1, -0.1, 0.1], [-0.1, 0.0, 0.0], [0.1, 0.1, 0.1], [0.0, 0.0, 0.0], [-0.1, 0.0, 0.0], [-0.1, 0.0, 0.0], [0.1, 0.0, 0.0], [0.1, 0.0, 0.0], [0.0, -0.1, 0.0], [-0.1, -0.1, 0.0], [-0.1, 0.0, 0.0], [0.0, 0.0, 0.0], [-0.1, 0.1, 0.0], [-0.1, 0.0, -0.1], [0.0, 0.0, -0.1], [0.1, -0.1, -0.1], [-0.1, 0.1, 0.0], [0.0, 0.0, 0.1], [0.0, -0.1, 0.1], [0.0, -0.1, 0.0], [0.1, -0.1, 0.0], [0.1, -0.2, -0.3], [0.1, 0.1, 0.0], [0.0, 0.1, 0.0], [-0.1, 0.0, 0.0], [0.0, -0.1, -0.1], [0.4, 0.3, 0.5], [0.3, -0.1, 0.1], [-0.1, 0.1, -0.2], [-0.1, -0.2, -0.3], [0.0, 0.1, -0.4], [-0.1, -0.2, -0.1], [0.0, 0.2, 0.2], [0.1, 0.1, 0.0], [-0.1, 0.1, 0.0], [0.1, -0.1, 0.0], [-0.1, 0.0, 0.0], [0.0, -0.1, 0.2], [-0.5, 0.3, -0.1], [0.2, -0.2, 0.0], [0.2, -0.1, 0.1], [-0.4, 0.1, -0.4], [1.2, -0.6, 0.3], [-0.4, 0.3, 0.0], [0.2, -0.1, 0.1], [-1.4, 0.9, 0.4], [0.8, -0.7, -0.6], [0.2, 0.8, 0.3], [0.0, 0.0, 0.0], [0.0, 0.0, 0.1], [-0.1, 0.0, 0.0], [0.0, 0.0, 0.0]], "mulliken_charge": [1.353, -0.521, 2.144, -0.046, -0.653, -0.359, 0.234, -0.234, -0.941, -0.694, -0.827, -0.303, -0.668, -0.419, -0.865, -0.509, -1.134, 0.113, -0.622, 0.496, 0.442, 0.419, 0.477, 0.517, 0.575, 0.458, 0.417, 0.452, 0.510, -1.363, 1.157, 0.273, 0.818, -0.678, -0.778, -0.521, -0.841, -0.241, 0.594, -0.516, -0.325, -0.909, -0.896, -0.698, -0.064, 0.670, -0.828, -0.832, -0.604, -0.650, -0.631, 1.090, -0.534, 0.040, -0.928, -0.867, -0.720, 0.212, 0.295, 0.619, 0.448, 0.444, 0.424, 0.445, 0.429, 0.090, 0.513, 0.404, 0.464, 0.592, 0.376, 0.448, 0.407, 0.454, 0.395, 0.374, 0.493, 0.481, 0.474, 0.423, -0.358, -0.047, 0.036, -0.489, -0.476, 0.150, 0.233, 0.277, 0.358, 0.188, 0.375, 0.092, 0.152, -0.212, -0.588, -1.000, 0.326, 0.266, -0.937, 0.584, -0.496, 1.157, 0.411, 0.531, 0.183, 0.550], "e_tot_ev": -156119.7410, "homo_lumo_gap_ev": 5.625, "e_homo_ev": -9.179, "lumo_ev": -3.6, "de_lowest_kj_mol": 526.8, "total_charge": 1}

---

Record 2
{"formula": "C49H45N4P2RhS2Si", "method": "ωB97M-V with the def2-TZVPD basis set", "species": ["Rh", "C", "Si", "C", "C", "C", "C", "C", "C", "P", "C", "C", "C", "C", "C", "C", "C", "C", "C", "C", "C", "C", "C", "C", "C", "C", "C", "C", "P", "C", "C", "C", "C", "C", "C", "C", "C", "C", "C", "C", "C", "H", "H", "H", "H", "H", "H", "H", "H", "H", "H", "H", "H", "H", "H", "H", "H", "H", "H", "H", "H", "H", "H", "H", "H", "H", "H", "H", "H", "H", "H", "H", "N", "C", "S", "C", "C", "C", "N", "C", "C", "H", "H", "H", "H", "H", "H", "C", "H", "H", "H", "C", "C", "C", "C", "N", "C", "S", "N", "H", "H", "H", "H", "H"], "positions_angstrom": [[0.141784, -0.830174, 0.132341], [-0.624211, 3.110632, -0.573443], [-0.957650, 1.227770, -0.379778], [-1.728974, 0.737878, -2.092772], [-2.805593, 1.422739, -2.635127], [-3.312321, 1.083603, -3.877678], [-2.744639, 0.047629, -4.600627], [-1.653848, -0.633551, -4.090836], [-1.143063, -0.284353, -2.845846], [0.346460, -1.042813, -2.122302], [0.520778, -2.698431, -2.868267], [-0.568581, -3.566499, -2.893329], [-0.401361, -4.885221, -3.277618], [0.852912, -5.352036, -3.638673], [1.939117, -4.492360, -3.629588], [1.777252, -3.174234, -3.238866], [1.717059, -0.168996, -2.948747], [1.619867, 0.358233, -4.229769], [2.741336, 0.901059, -4.834986], [3.952452, 0.953151, -4.160248], [4.046424, 0.452175, -2.873015], [2.935508, -0.116284, -2.274117], [-2.189311, 1.264759, 1.125357], [-3.466177, 1.811651, 1.110064], [-4.205580, 1.939464, 2.275538], [-3.664387, 1.538400, 3.486421], [-2.405042, 0.962458, 3.520635], [-1.672959, 0.821271, 2.347419], [-0.088573, -0.083462, 2.264770], [1.197455, 1.088804, 2.803749], [2.492349, 0.577086, 2.817090], [3.549185, 1.353687, 3.246817], [3.310540, 2.645447, 3.689755], [2.027927, 3.167448, 3.658255], [0.966779, 2.398578, 3.206558], [-0.170963, -1.177384, 3.726839], [-0.610499, -2.481286, 3.524687], [-0.686173, -3.362134, 4.589094], [-0.331170, -2.939943, 5.860504], [0.081636, -1.634169, 6.072291], [0.169182, -0.752545, 5.008722], [-1.554992, 3.648768, -0.408542], [-0.266267, 3.326652, -1.575382], [0.116531, 3.482898, 0.127631], [-3.254563, 2.233896, -2.082057], [-4.151973, 1.630322, -4.282381], [-3.147996, -0.222074, -5.565238], [-1.191594, -1.433542, -4.655356], [-1.547022, -3.203665, -2.611630], [-1.251121, -5.552651, -3.288772], [0.982882, -6.388421, -3.918327], [2.915537, -4.852449, -3.923738], [2.632879, -2.514458, -3.225884], [0.668013, 0.352552, -4.742533], [2.669099, 1.288727, -5.840664], [4.821817, 1.390299, -4.631625], [4.970405, 0.530572, -2.319091], [2.997574, -0.517929, -1.270719], [-3.903115, 2.133820, 0.176069], [-5.206741, 2.349797, 2.244311], [-4.229933, 1.651787, 4.400633], [-1.990418, 0.607191, 4.455511], [2.653586, -0.446545, 2.507073], [4.549919, 0.946289, 3.242435], [4.126766, 3.254568, 4.049916], [1.857543, 4.180985, 3.992006], [-0.038053, 2.802695, 3.180823], [-0.898978, -2.789897, 2.527858], [-1.015731, -4.378240, 4.427002], [-0.380064, -3.628346, 6.691600], [0.341563, -1.301750, 7.067389], [0.493107, 0.266351, 5.173604], [-6.449643, -3.819665, -1.231902], [-5.275480, -4.437018, -0.846880], [-5.265655, -6.142298, -0.842518], [-4.128491, -3.690019, -0.538805], [-4.100517, -2.269792, -0.606889], [-2.958441, -1.592641, -0.300596], [-1.797121, -2.176705, 0.045862], [-1.806519, -3.525409, 0.135533], [-2.905654, -4.292971, -0.126079], [-7.270425, -4.405875, -1.229199], [-6.610697, -2.887587, -0.881188], [-4.966675, -1.701132, -0.909597], [-2.971457, -0.515973, -0.336436], [-0.874721, -3.992393, 0.433431], [-2.860221, -5.368658, -0.019412], [1.586829, -2.364687, 0.563324], [2.579365, -2.022643, 0.256531], [1.338064, -3.263761, -0.009350], [1.611659, -2.618870, 1.625493], [7.233925, 2.539856, 0.560194], [5.866249, 3.134839, 0.689690], [5.630972, 4.327137, 1.371765], [4.325180, 4.792034, 1.355032], [3.341537, 4.152159, 0.759449], [3.647555, 2.990577, 0.165993], [2.367862, 2.146942, -0.583835], [4.878672, 2.479509, 0.101026], [7.976195, 3.159522, 1.056733], [7.489198, 2.442939, -0.494192], [7.249101, 1.540152, 0.991062], [6.418752, 4.867285, 1.871973], [4.056098, 5.726281, 1.835332]], "forces_ev_per_angstrom": [[1.4, 0.4, 0.1], [0.1, -0.7, -0.1], [-0.5, -0.5, 0.1], [0.0, 0.6, 0.6], [-0.1, -0.1, -0.3], [-0.2, 0.1, 0.0], [-0.1, -0.1, -0.2], [0.0, 0.0, 0.1], [0.0, -0.1, -0.1], [-0.1, 0.3, 0.1], [0.0, 0.0, 0.1], [0.1, 0.1, 0.0], [0.0, 0.0, 0.0], [0.0, -0.1, 0.0], [0.0, -0.1, 0.0], [-0.1, 0.0, 0.0], [0.0, -0.1, 0.2], [0.0, 0.0, 0.1], [0.0, 0.1, -0.1], [0.0, 0.0, 0.0], [0.2, 0.1, 0.0], [-0.1, -0.1, 0.0], [0.1, 0.3, -0.7], [-0.1, 0.1, 0.2], [-0.1, 0.0, 0.0], [0.0, -0.1, 0.1], [0.0, 0.1, 0.0], [-0.1, -0.1, 0.0], [-0.2, 0.3, -0.1], [-0.1, -0.1, -0.1], [-0.1, -0.1, 0.0], [0.0, 0.0, 0.1], [0.0, 0.1, 0.0], [0.1, 0.1, 0.1], [-0.1, -0.2, 0.0], [0.0, 0.0, -0.2], [0.0, 0.1, 0.0], [0.0, -0.1, 0.0], [0.0, -0.1, 0.1], [0.0, 0.0, 0.1], [0.0, -0.1, -0.1], [-0.2, 0.1, 0.0], [0.1, 0.1, -0.2], [0.0, 0.1, 0.2], [-0.1, 0.2, 0.0], [-0.1, 0.0, -0.1], [0.0, 0.0, -0.1], [0.0, 0.0, -0.1], [-0.1, 0.0, 0.0], [-0.1, -0.1, 0.0], [0.0, 0.0, -0.1], [0.0, 0.0, 0.0], [0.0, 0.0, 0.0], [0.0, 0.0, -0.1], [0.0, 0.1, -0.1], [0.0, 0.0, 0.0], [0.1, 0.0, 0.0], [0.0, -0.1, 0.0], [-0.1, 0.1, -0.2], [0.0, 0.0, 0.0], [-0.1, 0.0, 0.1], [-0.1, 0.0, 0.1], [0.1, -0.1, -0.1], [0.1, 0.0, 0.0], [0.1, 0.0, 0.0], [0.0, 0.1, 0.0], [0.0, 0.0, 0.0], [0.1, 0.0, 0.0], [0.0, -0.1, 0.0], [0.0, -0.1, 0.1], [0.0, 0.0, 0.1], [0.1, 0.0, 0.0], [-0.1, -0.2, -0.1], [0.0, 0.7, 0.0], [0.0, -0.7, 0.0], [0.7, 0.4, 0.2], [-0.5, -0.7, -0.1], [0.4, 0.0, 0.2], [-0.1, 0.0, 0.0], [0.3, 0.5, 0.1], [-0.7, -0.1, -0.2], [0.0, 0.2, 0.0], [0.0, -0.1, 0.1], [0.0, 0.1, 0.0], [0.1, 0.0, 0.0], [0.1, 0.1, -0.1], [0.2, -0.1, 0.0], [-0.6, -0.4, 0.1], [0.1, 0.0, 0.0], [0.3, -0.1, 0.1], [0.2, -0.1, 0.0], [0.0, 0.1, 0.1], [0.1, 0.4, 0.2], [-0.1, -0.2, -0.1], [0.3, 0.1, 0.2], [-0.6, -0.4, -0.4], [1.3, 1.0, 0.6], [-0.5, -0.3, -0.2], [-0.5, -0.6, -0.3], [0.1, 0.0, 0.0], [0.0, 0.0, 0.0], [0.0, 0.0, 0.0], [0.1, 0.0, 0.0], [0.0, 0.0, 0.1]], "mulliken_charge": [0.393, -1.843, 1.767, 0.466, -0.316, -0.938, -0.921, -0.527, -0.690, 2.415, 0.281, -0.343, -0.945, -0.690, -0.722, -0.513, 0.738, -0.769, -0.621, -0.926, -0.275, -0.924, 0.166, -0.227, -0.927, -0.728, -0.565, -0.316, 1.926, 0.166, -0.418, -0.670, -0.591, -0.981, 0.116, 0.215, -0.556, -0.592, -0.598, -0.722, -0.359, 0.493, 0.397, 0.523, 0.347, 0.441, 0.424, 0.529, 0.659, 0.459, 0.384, 0.442, 0.288, 0.361, 0.413, 0.381, 0.486, 0.442, 0.335, 0.433, 0.401, 0.442, 0.284, 0.473, 0.394, 0.403, 0.405, 0.263, 0.457, 0.381, 0.424, 0.473, -0.412, 0.827, -0.148, 1.198, -1.418, -1.011, 1.031, -1.094, -1.180, 0.209, 0.198, 0.235, 0.101, 0.365, 0.245, -1.992, 0.363, 0.537, 0.650, -1.261, 0.899, -0.641, -0.400, -0.379, 0.015, 0.063, -0.231, 0.388, 0.284, 0.278, 0.399, 0.410], "e_tot_ev": -108636.0900, "multiplicity": 5, "homo_lumo_gap_ev": [6.796, 3.206], "e_homo_ev": [-6.362, -6.322], "lumo_ev": [0.4, -3.1], "s_squared": 6.03, "de_lowest_kj_mol": 346.9}